[1]
{"formula": "H26O13", "method": "the ωB97M-V functional and the def2-TZVPD basis", "symbols": ["O", "H", "H", "O", "H", "H", "O", "H", "H", "O", "H", "H", "O", "H", "H", "O", "H", "H", "O", "H", "H", "O", "H", "H", "O", "H", "H", "O", "H", "H", "O", "H", "H", "O", "H", "H", "O", "H", "H"], "coordinates": [[2.07861, -3.22744, -1.56125], [1.99081, -2.97380, -2.48381], [1.21259, -3.10005, -1.18336], [3.07050, -0.02850, 2.09252], [3.16504, 0.83764, 1.68909], [2.71716, 0.14427, 2.96743], [-1.20375, -2.09403, 0.68940], [-2.14509, -2.24835, 0.80348], [-0.85073, -1.78447, 1.53146], [0.60046, -0.97211, 3.09703], [0.01030, -0.21124, 3.27029], [1.33821, -1.02611, 3.70275], [3.48452, -0.23198, -1.25097], [3.52867, -0.11242, -2.20325], [2.65415, -0.72657, -1.10137], [1.17438, 0.97685, 0.56897], [1.34552, 0.26480, 1.19361], [0.89372, 1.83899, 0.72569], [-0.78160, 1.28545, -1.29796], [-1.31114, 1.84826, -1.88766], [-0.73153, 0.47555, -1.84475], [-4.08128, 0.59300, 0.04626], [-3.99810, 1.39976, 0.55689], [-3.51937, 0.00116, 0.55357], [-1.58425, 0.11669, 3.92149], [-1.97952, 0.78083, 3.34111], [-1.86572, -0.72999, 3.55883], [-1.47832, -1.35798, -3.30287], [-0.50761, -1.40787, -3.38231], [-1.48687, -2.26643, -2.95982], [-2.56247, 2.66816, 1.19717], [-2.95915, 3.31199, 0.60431], [-1.94050, 2.31531, 0.54022], [0.91564, 2.44467, -2.93645], [0.19575, 2.10135, -2.36393], [1.54626, 2.97944, -2.45495], [0.98731, -0.83363, -1.81863], [1.19544, 0.10697, -1.69857], [0.88196, -1.15818, -0.91963]], "homo_lumo_gap_ev": 10.2222, "total_energy_ha": -993.64131, "e_lumo_ev": -0.296, "e_above_lowest_kcal_mol": 82.79, "homo_ev": -10.52, "charge": 0}

[2]
{"formula": "C29H31As2F6GeNO4S2Zr", "method": "the ωB97M-V functional and the def2-TZVPD basis", "symbols": ["Zr", "F", "C", "F", "F", "S", "O", "O", "N", "S", "O", "O", "C", "F", "F", "F", "C", "As", "C", "C", "C", "C", "C", "C", "C", "As", "C", "C", "H", "H", "H", "H", "H", "H", "H", "H", "H", "H", "H", "H", "H", "H", "H", "H", "C", "Ge", "C", "C", "C", "C", "C", "C", "C", "C", "C", "C", "C", "C", "C", "C", "C", "C", "H", "H", "H", "H", "H", "H", "H", "H", "H", "H", "H", "H", "H", "H", "H"], "coordinates": [[0.19228, -0.03071, 0.01285], [0.95815, 2.11779, -1.36002], [2.26061, 2.16751, -1.79565], [2.92637, 2.99347, -1.04252], [2.26573, 2.51890, -3.04473], [2.92279, 0.40706, -1.63787], [1.58636, -0.30569, -1.53190], [3.73675, 0.06580, -2.72634], [3.64345, 0.29891, -0.23212], [2.75013, 0.24735, 1.03842], [1.72284, 1.32105, 1.06930], [1.94280, -1.00370, 1.17880], [3.96662, 0.39233, 2.47165], [4.58866, 1.53054, 2.34004], [4.77189, -0.63151, 2.41156], [3.21040, 0.36411, 3.54604], [0.34010, -3.34997, -2.09756], [-0.13599, -2.82676, -0.28892], [0.94429, -3.96480, 0.83232], [-1.96720, -3.36044, -0.06503], [-2.31434, -4.67382, 0.22611], [-3.65289, -5.02928, 0.32663], [-4.64298, -4.07634, 0.13126], [-4.30269, -2.76145, -0.16270], [-2.96386, -2.39897, -0.25913], [-2.48774, -0.57760, -0.73202], [-2.47043, -0.54313, -2.68690], [-4.07123, 0.45218, -0.30223], [0.16945, -4.42280, -2.18449], [1.38765, -3.12997, -2.29214], [-0.28656, -2.82947, -2.81846], [0.79031, -4.99980, 0.53109], [0.67486, -3.83482, 1.87793], [1.99022, -3.70274, 0.68914], [-1.55607, -5.43220, 0.37635], [-3.92238, -6.05213, 0.55242], [-5.68516, -4.35698, 0.20324], [-5.09254, -2.03796, -0.31728], [-3.13507, -1.33107, -3.03864], [-1.47566, -0.70195, -3.10132], [-2.83896, 0.42589, -3.02085], [-4.83529, 0.21639, -1.04306], [-3.83791, 1.51299, -0.35405], [-4.42624, 0.18855, 0.69057], [-0.13765, 2.77364, 2.91310], [-1.19471, 1.97057, 1.46297], [-1.70403, 3.39649, 0.22387], [-1.92539, 3.14363, -1.13048], [-2.17133, 4.16567, -2.03545], [-2.18764, 5.48169, -1.59252], [-1.94249, 5.76206, -0.25435], [-1.69511, 4.73053, 0.64018], [-2.65774, 1.12855, 2.54653], [-2.36238, -0.17369, 2.98952], [-3.16514, -0.86965, 3.87350], [-4.32777, -0.27080, 4.36813], [-4.67249, 1.02394, 3.96794], [-5.83328, 1.64921, 4.47799], [-6.18348, 2.94322, 4.09534], [-5.38387, 3.62869, 3.20026], [-4.22863, 3.03234, 2.68193], [-3.84083, 1.72954, 3.05098], [-0.78187, 3.43212, 3.49767], [0.67977, 3.36346, 2.50117], [0.27327, 2.02338, 3.58823], [-1.89958, 2.12153, -1.51007], [-2.34310, 3.94497, -3.08088], [-2.37624, 6.28626, -2.29019], [-1.93194, 6.78816, 0.08837], [-1.47952, 4.98367, 1.67323], [-1.44336, -0.65143, 2.64330], [-2.90091, -1.86678, 4.19994], [-4.95454, -0.80840, 5.06890], [-6.45503, 1.11100, 5.18358], [-7.07519, 3.40117, 4.50129], [-5.64201, 4.63333, 2.89285], [-3.62887, 3.59162, 1.97592]], "homo_lumo_gap_ev": [6.7267, 5.0883], "total_energy_ha": -9469.45834, "multiplicity": 2, "e_lumo_ev": [-9.621, -11.254], "e_above_lowest_kcal_mol": 64.60, "homo_ev": [-16.35, -16.34], "charge": 3}

[3]
{"formula": "C15H40N5O9S", "method": "the ωB97M-V functional and the def2-TZVPD basis", "symbols": ["S", "O", "O", "O", "O", "C", "C", "O", "N", "H", "H", "C", "H", "H", "H", "H", "H", "H", "C", "C", "O", "N", "H", "H", "C", "H", "H", "H", "H", "H", "H", "C", "C", "O", "N", "H", "H", "C", "H", "H", "H", "H", "H", "H", "C", "C", "O", "N", "H", "H", "C", "H", "H", "H", "H", "H", "H", "C", "C", "O", "N", "H", "H", "C", "H", "H", "H", "H", "H", "H"], "coordinates": [[1.58547, 0.12714, 5.92684], [2.28290, 0.07318, 4.66629], [0.31047, -0.58335, 5.81698], [2.36026, -0.42329, 7.04411], [1.31548, 1.59066, 6.18407], [4.96233, 2.18964, 9.29382], [3.86915, 2.69692, 8.32776], [4.09126, 3.36027, 7.31656], [2.44767, 2.27189, 8.56767], [1.97592, 2.27395, 7.67461], [2.43194, 1.27767, 8.74484], [1.74380, 3.12745, 9.67658], [4.51137, 2.14322, 10.28508], [5.83181, 2.84670, 9.27466], [5.23869, 1.18001, 8.98990], [2.04453, 4.15797, 9.48765], [2.02413, 2.86793, 10.69744], [0.70508, 2.83548, 9.52195], [5.27094, -2.29585, 8.81567], [5.22245, -2.70627, 7.36290], [5.83582, -3.69204, 6.98042], [4.48666, -1.63538, 6.37794], [3.63511, -1.21289, 6.71922], [5.15479, -0.89170, 6.23428], [4.22355, -2.17981, 4.92991], [4.29091, -2.43951, 9.27063], [5.61005, -1.26937, 8.95517], [5.94144, -2.97885, 9.33724], [4.01926, -1.24428, 4.40920], [3.33881, -2.81576, 4.90002], [5.16046, -2.57888, 4.54129], [1.09708, 4.83318, 5.34724], [2.37426, 4.49172, 4.66438], [3.40692, 5.19903, 4.67899], [2.36070, 3.19182, 3.86162], [1.70584, 2.56825, 4.31153], [2.03995, 3.44101, 2.93689], [3.79752, 2.45427, 3.82117], [0.25896, 4.67793, 4.66786], [1.13959, 5.81133, 5.82633], [0.97879, 4.21816, 6.23936], [3.66868, 1.52519, 3.26591], [3.99083, 2.15737, 4.85199], [4.53234, 3.06603, 3.29782], [-0.26975, -3.23283, 4.72610], [-0.68605, -2.59317, 3.39142], [-0.95179, -3.14409, 2.32309], [-0.58423, -1.03852, 3.32753], [-1.53132, -0.71039, 3.20326], [-0.28789, -0.70884, 4.23505], [0.38812, -0.37121, 2.36724], [-0.98904, -2.67415, 5.32493], [0.74459, -3.04256, 5.07683], [-0.40561, -4.31305, 4.77885], [1.39090, -0.71655, 2.61877], [0.36035, 0.69590, 2.58773], [0.11771, -0.48461, 1.31741], [-0.42290, -2.46711, 8.44010], [-1.73507, -1.74262, 8.29461], [-2.63930, -1.89678, 9.12485], [-1.89397, -0.76155, 7.18450], [-1.07959, -0.70644, 6.58966], [-2.62124, -0.96706, 6.51445], [-2.00853, 0.71291, 7.72718], [0.47589, -1.85283, 8.49425], [-0.22177, -3.25865, 7.71822], [-0.45003, -2.96122, 9.41130], [-1.21545, 0.92152, 8.44524], [-2.96468, 0.72951, 8.25027], [-2.03741, 1.36642, 6.85530]], "homo_lumo_gap_ev": [2.3847, 7.0739], "total_energy_ha": -1943.95588, "multiplicity": 2, "e_lumo_ev": [-5.716, -5.703], "homo_ev": [-8.10, -12.78], "charge": 2}

[4]
{"formula": "C5H13N2OP", "method": "the ωB97M-V functional and the def2-TZVPD basis", "symbols": ["C", "C", "C", "C", "C", "N", "N", "O", "P", "H", "H", "H", "H", "H", "H", "H", "H", "H", "H", "H", "H", "H"], "coordinates": [[3.65877, -0.40489, -0.36728], [2.82611, 0.91953, -0.27440], [2.89771, -1.46929, 0.56263], [-3.51660, -0.85154, -0.95376], [-3.82786, 0.88379, 0.77412], [1.44929, 0.60182, 0.26191], [0.64189, 1.58565, -0.02537], [-3.89337, -0.50265, 0.37673], [1.14464, -0.87776, 0.88373], [3.69840, -0.71169, -1.42843], [4.62632, -0.21517, 0.18171], [3.37233, 1.64828, 0.40456], [2.72092, 1.46265, -1.27436], [3.10520, -2.47443, 0.12231], [3.17029, -1.47645, 1.65667], [-3.75206, -1.89999, -1.14629], [-2.42573, -0.65635, -1.20590], [-4.20610, -0.23578, -1.58463], [-2.74854, 1.22691, 0.51355], [-3.92541, 0.80803, 1.82392], [-4.75179, 1.48712, 0.40051], [-0.26438, 1.15222, 0.29806]], "homo_lumo_gap_ev": [7.7568, 7.7797], "total_energy_ha": -724.26022, "e_lumo_ev": [0.384, 0.109], "e_above_lowest_kcal_mol": 116.68, "homo_ev": [-7.37, -7.67], "charge": 0}

[5]
{"formula": "H10O5", "method": "the ωB97M-V functional and the def2-TZVPD basis", "symbols": ["O", "H", "H", "O", "H", "H", "O", "H", "H", "O", "H", "H", "O", "H", "H"], "coordinates": [[1.20133, 1.55262, 0.29774], [0.38836, 1.61599, -0.21494], [1.00423, 1.82302, 1.18642], [-1.27640, 1.28197, -0.24956], [-1.85482, 0.44158, -0.28733], [-1.79535, 1.92630, -0.65913], [-2.47274, -0.99098, -0.21387], [-2.96373, -1.24270, 0.61747], [-1.57629, -1.36208, -0.04955], [0.12045, -1.22859, 0.56059], [0.90769, -1.71769, 0.38141], [0.26121, -0.29520, 0.36223], [2.89261, -0.88807, -0.35870], [2.42020, -0.97130, -1.20418], [2.74324, 0.05513, -0.16860]], "homo_lumo_gap_ev": 12.0293, "total_energy_ha": -382.20364, "e_lumo_ev": 0.689, "e_above_lowest_kcal_mol": 12.88, "homo_ev": -11.34, "charge": 0}

[6]
{"formula": "C10H10N2O4SSr", "method": "the ωB97M-V functional and the def2-TZVPD basis", "symbols": ["Sr", "C", "O", "C", "O", "C", "O", "C", "O", "C", "H", "H", "C", "H", "H", "C", "N", "C", "C", "N", "C", "S", "H", "H", "H", "H", "H", "H"], "coordinates": [[0.64489, 0.13511, 0.04990], [-0.62709, 2.33394, 0.75536], [-0.91852, 3.37990, 1.12163], [-2.28422, -0.30285, -0.09134], [-3.41941, -0.46800, -0.13089], [-0.06896, -0.83192, 2.55677], [-0.07708, -1.14786, 3.65829], [-0.05233, 0.84555, -2.52688], [-0.10659, 1.23060, -3.61001], [1.23691, -2.31544, -0.75676], [1.81839, -1.98401, -1.63222], [1.82576, -2.56077, 0.14211], [-0.10631, -2.47178, -0.80087], [-0.67932, -2.89306, 0.04529], [-0.68908, -2.31991, -1.72764], [4.09414, 2.69841, 2.31181], [3.28647, 3.14116, 1.18222], [2.93537, 4.44583, 0.87730], [2.20874, 4.40246, -0.26579], [2.12470, 3.06887, -0.63478], [2.89556, 2.29012, 0.20734], [3.42591, 0.66718, 0.08858], [3.53099, 1.98664, 2.92470], [4.98848, 2.18902, 1.94304], [4.36354, 3.57811, 2.90020], [3.24872, 5.27137, 1.49922], [1.75769, 5.18649, -0.85796], [1.73658, 2.72255, -1.51867]], "homo_lumo_gap_ev": 7.3346, "total_energy_ha": -1225.88085, "e_lumo_ev": -7.784, "homo_ev": -15.12, "charge": 2}